Entry 1:
ORCA calculation (the ωB97M-V functional and the def2-TZVPD basis) on a molecular structure, H6O3 in a non-equilibrium geometry.

Output
2S+1: 1
electronic energy: -6236.7625 eV
ΔE to the lowest compared entry with this formula, charge and spin: 80.5 kcal per mole
charge: 0
lowest unoccupied orbital energy: 0.005 Ha
orbital gap: 9.23 eV

Geometry (Å):
O 0.0500 0.3080 -0.0009
H 0.1480 0.8073 1.2055
H -0.1701 -1.4625 -1.6454
H -0.6593 0.8190 -0.3907
O 0.6240 -1.2666 -1.1481
H 0.8380 -2.0874 -0.7046
H 0.3763 -0.2355 -0.7181
H -1.0798 1.5220 1.7287
O -0.1271 1.5957 1.6736

Results of the Mulliken charge analysis, in e, for atoms 1 through 8: number 1, O, carries -0.726; number 2, H, carries 0.413; number 3, H, carries 0.338; number 4, H, carries 0.249; number 5, O, carries -0.589; number 6, H, carries 0.339; number 7, H, carries 0.450; number 8, H, carries 0.261

=====

Entry 2:
ORCA calculation (the ωB97M-V functional and the def2-TZVPD basis) on a single C2H3FS2 molecule in a non-equilibrium geometry.

Output
2S+1: 1
electronic energy: -26509.0775 eV
structure (SMILES): F/C=C/SS
ΔE to the lowest compared entry with this formula, charge and spin: 17.9 kcal per mole
charge: 0
lowest unoccupied orbital energy: 0.010 Ha
orbital gap: 9.58 eV

Geometry (Å):
H 1.1378 0.1422 -1.1976
C 1.2849 -0.0491 -0.1765
S -1.3169 -0.9583 0.1454
H -2.2270 1.1262 -1.2845
F 2.5368 0.3380 0.0294
H 0.7378 -0.6648 1.8087
C 0.4822 -0.4946 0.7803
S -2.6355 0.5603 -0.1051

Calculated atomic charges, method Mulliken, unit e: number 1, H, carries 0.333; number 2, C, carries 0.003; number 3, S, carries -0.111; number 4, H, carries 0.152; number 5, F, carries -0.221; number 6, H, carries 0.386; number 7, C, carries -0.396; number 8, S, carries -0.146